Formula: C23H20N6O6
Source: the OMol25 dataset
Level of theory: the ωB97M-V functional and the def2-TZVPD basis

Positions of all 55 atoms, in Å:
O1 -0.99330 3.64618 -1.51753
O2 2.22093 -1.50304 -3.56089
O3 -0.10429 2.43594 0.08695
O4 -6.53361 1.86015 0.59081
O5 -5.77869 3.24760 2.11363
O6 2.16261 -1.94297 -1.32489
N1 -0.20761 0.92624 -4.17333
N2 1.46793 -0.74953 -4.50740
N3 -5.79503 2.10509 1.58193
N4 1.64576 -1.39916 -2.28467
N5 0.10232 -2.15565 4.35619
N6 -0.60806 2.54936 -1.04121
C1 0.42034 2.46617 3.05377
C2 -0.50198 -1.13870 3.69473
C3 -4.75151 -0.11951 1.36573
C4 -0.67879 1.37917 -1.84722
C5 -1.45470 -1.30831 2.65293
C6 0.36234 -4.32519 5.38137
C7 0.68078 2.04403 5.42643
C8 -0.07808 0.25758 3.95962
C9 -0.07836 0.19122 -1.36484
C10 0.49926 -0.13388 -3.76062
C11 0.16239 0.75315 5.25704
C12 0.00570 1.15279 2.87916
C13 0.54501 -0.53708 -2.37645
C14 0.78697 2.91223 4.32971
C15 -3.05594 0.52089 3.49975
C16 -2.69016 -0.56026 2.62459
C17 1.67521 -3.53813 5.52513
C18 -3.68225 -0.93747 1.66270
C19 -0.88788 1.59327 -3.25952
C20 -4.91168 1.08926 2.08253
C21 1.39736 -2.09254 5.05956
C22 -4.10872 1.37502 3.20707
C23 -0.55728 -3.43451 4.50286
H1 0.45231 3.14781 2.20089
H2 -2.54408 0.63885 4.45460
H3 1.16093 3.92600 4.44913
H4 0.97421 2.38316 6.42143
H5 1.35876 -1.38971 5.90758
H6 -0.11591 -4.58558 6.34226
H7 2.14851 -3.60251 6.51527
H8 -0.11754 0.16226 6.12396
H9 0.06876 -0.05678 -0.31714
H10 -0.70694 -3.86725 3.49956
H11 -1.56545 -3.29421 4.93995
H12 -1.57185 2.40404 -3.55236
H13 2.38067 -3.96806 4.80173
H14 -3.58888 -1.92856 1.22557
H15 0.56511 -5.25681 4.83988
H16 -1.31597 -2.10493 1.89007
H17 -4.37598 2.22032 3.84521
H18 -5.49716 -0.40446 0.62875
H19 -0.31793 0.84530 1.89475
H20 2.21013 -1.74526 4.38809

Properties
Energy relative to the best compared isomer or geometry (same formula, charge and spin) in kcal/mol: 44.1
2S+1: 1
SMILES string: O=[N+]([O-])c1ccc(/C=C(\c2ccccc2)N2CCCC2)cc1.O=[N+]([O-])c1cnc2no[n+]([O-])c2c1
Kohn-Sham gap in eV: 4.8

Formula: C23H20N7O4OsS2
Source: the OMol25 dataset
Level of theory: the ωB97M-V functional and the def2-TZVPD basis

Positions of all 57 atoms, in Å:
Os1 0.48929 -0.06114 0.49523
S1 -0.97705 0.65929 -2.28404
S2 -0.25242 1.44910 1.93776
O1 2.00579 -0.76676 2.74783
O2 -1.14079 1.86723 -3.03495
O3 2.23490 -1.18735 0.69589
O4 -0.96725 -0.59966 -2.98155
N1 -1.29561 0.89171 4.31481
N2 0.43232 -2.00029 -0.55467
N3 -1.02144 -0.95973 3.01076
N4 -0.49724 -1.37313 1.82153
N5 2.12709 1.24246 0.33966
N6 0.36526 0.80780 -1.35130
N7 2.67604 -1.33142 1.92164
C1 -4.18319 0.52299 0.93213
C2 1.84035 1.55954 -3.24194
C3 0.96115 -2.27568 -1.73806
C4 -3.62241 -0.65716 0.44735
C5 -2.76502 1.78233 -0.56955
C6 1.54416 1.29371 -1.92433
C7 4.17065 2.19272 1.11856
C8 -3.74357 1.73846 0.40611
C9 -0.63429 -2.59863 1.47480
C10 2.93449 1.57067 1.33530
C11 -0.16022 -4.29638 -0.27807
C12 -2.19833 0.59578 -1.01020
C13 3.71717 2.20311 -1.23107
C14 4.00269 2.47291 -2.59308
C15 -2.64742 -0.62867 -0.53458
C16 -5.27161 0.47584 1.96540
C17 0.94797 -3.56238 -2.26129
C18 -0.11182 -2.99531 0.17903
C19 2.49610 1.58811 -0.92699
C20 -0.88968 0.32041 3.17905
C21 3.08371 2.14797 -3.55454
C22 4.57354 2.49521 -0.15098
C23 0.37565 -4.58182 -1.52941
H1 5.52987 2.96795 -0.33615
H2 -1.13534 -3.29838 2.13438
H3 -2.42227 2.72463 -0.97718
H4 -1.62704 0.30899 5.06590
H5 3.30289 2.35200 -4.59392
H6 -1.17116 1.87504 4.47347
H7 0.34428 -5.59030 -1.91802
H8 -2.24654 -1.54202 -0.95609
H9 1.38208 -3.73982 -3.23438
H10 -4.98279 -0.15306 2.80868
H11 2.60750 1.34923 2.33590
H12 -0.60491 -5.06708 0.33599
H13 -5.51015 1.46958 2.33982
H14 4.78456 2.41909 1.97823
H15 -4.18765 2.66106 0.75886
H16 -6.18132 0.05002 1.53861
H17 4.94983 2.92545 -2.85394
H18 1.13335 1.34495 -4.03042
H19 -3.97151 -1.60889 0.83117
H20 1.40736 -1.45026 -2.27314

Properties
Energy relative to the best compared isomer or geometry (same formula, charge and spin) in kcal/mol: 19.4
2S+1: 1
Total charge: +1
Kohn-Sham gap in eV: 6.1

Formula: C23H21AsIN7S4Zr
Source: the OMol25 dataset
Level of theory: the ωB97M-V functional and the def2-TZVPD basis

Positions of all 58 atoms, in Å:
I1 -2.79927 1.31717 -5.05190
Zr1 1.53826 1.15079 -0.09818
As1 4.01329 2.81196 0.81072
S1 5.93981 2.05208 0.70916
S2 3.07803 2.60876 -1.30119
S3 2.72984 1.22248 1.95657
S4 3.42195 4.66111 1.52509
N1 -0.01320 2.70106 0.45569
N2 2.68572 -0.69925 -0.92770
N3 0.37807 1.16525 -2.25242
N4 -0.14307 -0.11787 0.35521
N5 -1.03229 2.51324 1.32017
N6 2.07679 -1.77897 -0.36968
N7 1.02258 0.84461 -3.37932
C1 0.20270 0.84506 -4.44114
C2 -0.32296 -1.28125 -0.40022
C3 -1.98154 1.38483 3.21932
C4 0.74779 -2.10441 -0.76341
C5 0.56617 -3.23181 -1.56169
C6 4.20595 -1.95932 0.14667
C7 -2.42634 0.26731 3.90173
C8 -1.72646 3.66196 1.46501
C9 -2.15332 -0.97786 3.34142
C10 -1.58603 -1.65418 -0.89247
C11 -0.94821 0.03634 1.47887
C12 -1.29802 1.29418 2.00592
C13 -0.68756 -3.59688 -2.01867
C14 -1.42446 -1.08685 2.17903
C15 -0.86344 -4.80130 -2.89999
C16 -0.04521 3.98316 0.09295
C17 3.97649 -0.79981 -0.59320
C18 2.96976 -2.55908 0.26276
C19 -1.13866 4.62178 0.67018
C20 -3.13069 0.39299 5.22351
C21 -0.88482 1.36241 -2.59079
C22 -1.05194 1.16737 -3.96695
C23 -1.76215 -2.77949 -1.66840
H1 -3.78838 -0.45797 5.39785
H2 -1.89249 -5.15743 -2.87612
H3 -0.21203 -5.61763 -2.58868
H4 -2.15841 2.35980 3.65523
H5 0.55135 0.62019 -5.43408
H6 2.65750 -3.46830 0.74842
H7 -1.44239 5.64563 0.55052
H8 -3.73090 1.30163 5.27073
H9 0.72879 4.36497 -0.55367
H10 -1.61563 1.61879 -1.84104
H11 4.66812 -0.00909 -0.84767
H12 1.43706 -3.82025 -1.82810
H13 -2.43759 -1.03829 -0.63050
H14 -2.75580 -3.02949 -2.02130
H15 -0.61852 -4.56202 -3.93696
H16 -2.48713 -1.87855 3.84268
H17 -2.40987 0.42847 6.04317
H18 5.13797 -2.28447 0.57157
H19 -2.60572 3.71205 2.08021
H20 2.02190 0.70327 -3.34193
H21 -1.18135 -2.06888 1.79705

Properties
Energy relative to the best compared isomer or geometry (same formula, charge and spin) in kcal/mol: 4.9
2S+1: 1
Kohn-Sham gap in eV: 7.2

Formula: C23H21BCl2F7NO2S
Source: the OMol25 dataset
Level of theory: the ωB97M-V functional and the def2-TZVPD basis

Positions of all 58 atoms, in Å:
Cl1 1.94748 3.25904 1.00426
Cl2 -2.08269 2.80845 -2.16803
S1 0.96585 -4.57060 2.34909
F1 -4.95015 0.62303 0.20973
F2 -5.74560 -0.02326 2.15591
F3 -0.90031 0.43842 5.62450
F4 -5.04757 2.03162 1.89450
F5 -0.90001 2.40890 4.70100
F6 0.75010 -2.51932 0.80790
F7 0.70623 0.98717 4.21602
O1 0.88850 0.18743 -2.52485
O2 2.93757 0.84841 -1.36571
N1 -0.21138 3.03749 -0.40255
C1 -4.77180 0.73144 1.56701
C2 3.44951 1.75116 -2.47485
C3 0.13811 -3.57722 1.17245
C4 -1.96869 3.44568 1.77170
C5 -3.38649 0.28663 1.95206
C6 2.90643 2.56229 -4.73061
C7 3.37938 0.13229 -4.41416
C8 -2.45715 3.22242 0.48947
C9 -1.53222 -0.99196 1.54417
C10 -0.76157 -0.50811 2.53499
C11 -0.16449 -5.66534 0.29685
C12 -0.64381 1.08518 4.45067
C13 -1.40584 0.48745 3.29503
C14 -0.58789 3.46969 1.94868
C15 -2.80979 -0.75757 1.20933
C16 1.52017 -7.19160 1.51506
C17 0.73257 -5.95585 1.30599
C18 2.72629 1.37799 -3.81035
C19 -2.71462 0.88591 3.01757
C20 -0.72893 -4.34017 0.39339
C21 0.23938 3.26907 0.83392
C22 1.18681 1.13434 -3.69685
C23 -1.54107 3.05477 -0.55932
B1 1.76957 0.30223 -1.57284
H1 4.53163 1.57033 -2.47949
H2 -3.51648 3.14289 0.25774
H3 -2.64490 3.60831 2.61428
H4 3.26795 2.77611 -2.12700
H5 3.96419 2.79050 -4.88880
H6 -3.21239 1.65526 3.59414
H7 3.13816 -0.76826 -3.83085
H8 -1.60083 -3.95678 -0.13891
H9 2.42468 2.39783 -5.69765
H10 0.74307 0.62063 -4.56483
H11 -0.11240 3.60036 2.91209
H12 4.47395 0.26553 -4.42703
H13 2.99842 -0.00111 -5.43996
H14 0.59829 2.04051 -3.46254
H15 1.40934 -7.52653 2.55586
H16 0.25297 -0.78368 2.77495
H17 -0.42747 -6.37754 -0.48752
H18 2.58255 -7.00002 1.28753
H19 1.14951 -7.96834 0.84527
H20 -3.39114 -1.25591 0.43937
H21 2.43902 3.44238 -4.27775

Properties
Energy relative to the best compared isomer or geometry (same formula, charge and spin) in kcal/mol: 0.0
2S+1: 1
Kohn-Sham gap in eV: 3.5